# 1
Computed, not measured: 3 unconnected molecules or ions with the total composition C23H45F2N2O6P2, with ωB97M-V/def2-TZVPD.

Structure (XYZ):
```
80
C23H45F2N2O6P2 ωB97M-V/def2-TZVPD
C 2.16 -3.77 -0.75
P 0.37 -4.02 -0.61
O 0.20 -5.46 0.14
P -0.14 -2.57 1.01
F 0.01 -3.32 2.36
C 0.97 -1.19 1.08
C 0.96 -0.31 -0.17
O 1.95 -0.01 -0.72
O -0.29 0.11 -0.52
C -1.88 -2.05 1.00
C -2.63 -2.11 -0.30
O -3.79 -2.19 -0.36
F -1.86 -2.00 -1.38
H 2.34 -2.69 -0.79
H 2.45 -4.18 -1.71
H 2.71 -4.22 0.07
H -0.67 -5.52 0.55
H 0.74 -0.56 1.95
H 1.97 -1.58 1.25
H -0.54 -0.30 -1.36
H -1.97 -1.03 1.36
H -2.39 -2.70 1.70
C 0.66 3.22 6.74
C 0.87 2.03 5.78
C 1.12 0.75 6.58
C 2.51 0.68 7.20
C 3.58 0.91 6.13
C 3.38 2.20 5.34
N 1.98 2.33 4.84
O 1.84 1.56 3.79
C 3.74 3.41 6.22
C 4.35 2.24 4.17
C -0.45 1.90 5.02
H 1.47 3.37 7.45
H 0.51 4.14 6.18
H -0.24 3.04 7.34
H 0.99 -0.12 5.92
H 0.35 0.66 7.35
H 2.61 1.41 8.01
H 2.66 -0.29 7.66
H 4.57 0.92 6.59
H 3.57 0.06 5.44
H 3.37 4.34 5.79
H 4.83 3.49 6.29
H 3.38 3.33 7.25
H 4.25 1.37 3.52
H 5.37 2.25 4.54
H 4.20 3.14 3.56
H -0.64 2.78 4.40
H -1.27 1.80 5.73
H -0.46 1.02 4.38
C -1.81 1.90 -5.78
C -1.52 0.67 -6.67
C -2.72 0.38 -7.57
C -3.90 -0.25 -6.82
C -3.46 -1.49 -6.05
C -2.28 -1.23 -5.12
N -1.17 -0.52 -5.83
O -0.48 -1.37 -6.52
C -2.76 -0.42 -3.90
C -1.76 -2.55 -4.57
C -0.33 1.07 -7.53
H -2.72 1.82 -5.19
H -0.98 2.09 -5.11
H -1.94 2.78 -6.41
H -2.41 -0.31 -8.36
H -3.04 1.30 -8.06
H -4.36 0.48 -6.15
H -4.68 -0.53 -7.53
H -4.29 -1.89 -5.47
H -3.18 -2.27 -6.77
H -1.91 0.01 -3.36
H -3.30 -1.07 -3.21
H -3.45 0.38 -4.14
H -1.48 -3.24 -5.35
H -2.54 -3.02 -3.97
H -0.88 -2.39 -3.93
H 0.56 1.23 -6.92
H -0.56 2.00 -8.05
H -0.10 0.32 -8.28
```

Results
- net charge = +1
- 2S+1 = 3
- strongest force on any atom (Eh/bohr) = 0.056
- E_tot (eV) = -63849.9389
- molecular weight (g mol⁻¹) = 545.57

Electronic structure analysis, Löwdin charges in units of e: -0.25 0.82 -0.30 0.85 -0.14 -0.17 -0.55 0.19 0.08 -0.14 -0.53 0.23 0.05 0.03 0.06 0.06 0.06 0.13 0.12 0.11 0.13 0.12 -0.03 -0.50 -0.13 -0.17 -0.13 -0.50 -0.06 -0.06 -0.03 -0.04 -0.05 0.06 0.10 0.09 0.12 0.13 0.11 0.11 0.13 0.12 0.10 0.09 0.06 0.07 0.09 0.10 0.09 0.09 0.06 -0.03 -0.50 -0.13 -0.17 -0.13 -0.49 -0.09 -0.02 -0.03 -0.05 -0.04 0.06 0.09 0.09 0.13 0.13 0.10 0.12 0.13 0.13 0.08 0.07 0.07 0.08 0.08 0.08 0.09 0.09 0.08

---

# 2
Computed, not measured: 3 unconnected molecules or ions with the total composition C23H45N3O6P, with ωB97M-V/def2-TZVPD.

Structure (XYZ):
```
78
C23H45N3O6P ωB97M-V/def2-TZVPD
C -0.97 -5.26 -0.72
C -0.63 -4.18 -0.33
C -0.15 -2.83 0.01
C -1.34 -1.99 0.53
C -2.64 -2.22 -0.25
P -3.79 -0.81 -0.32
O -4.18 -0.52 -1.70
O -5.08 -1.18 0.57
C -6.27 -1.52 -0.15
C -6.19 -2.87 -0.88
O -3.07 0.38 0.45
C -3.07 1.67 -0.21
C -1.91 2.48 0.38
C 0.95 -2.86 1.08
C 2.28 -3.47 0.60
C 3.46 -2.61 1.07
C 2.45 -4.84 1.29
N 2.30 -3.75 -0.86
O 3.42 -4.23 -1.26
C 1.77 -2.70 -1.74
C 2.75 -1.56 -2.01
C 1.50 -3.39 -3.11
C 0.43 -2.12 -1.24
H -1.47 -6.08 -1.16
H -1.01 -0.96 0.53
H -1.50 -2.29 1.57
H -3.18 -3.02 0.24
H -2.48 -2.53 -1.28
H -7.04 -1.63 0.61
H -6.60 -0.73 -0.81
H -5.16 -3.18 -1.03
H -6.65 -2.79 -1.87
H -6.72 -3.64 -0.33
H -2.91 1.58 -1.28
H -4.00 2.17 0.04
H -1.03 2.28 -0.24
H -2.08 3.55 0.32
H -1.65 2.14 1.38
H 1.10 -1.81 1.36
H 0.63 -3.39 1.97
H 3.35 -1.56 0.79
H 3.46 -2.64 2.16
H 4.41 -3.01 0.73
H 2.21 -4.77 2.35
H 1.73 -5.53 0.85
H 3.46 -5.20 1.12
H 2.42 -1.04 -2.91
H 2.77 -0.83 -1.21
H 3.75 -1.94 -2.21
H 0.68 -2.92 -3.64
H 2.40 -3.40 -3.72
H 1.24 -4.43 -2.93
H -0.34 -2.09 -2.00
H 0.62 -1.09 -0.92
C 4.75 2.09 2.24
C 4.38 1.68 0.84
O 3.24 1.36 0.53
N 5.37 1.66 -0.09
C 6.77 2.00 0.08
H 3.85 2.05 2.86
H 5.49 1.41 2.66
H 5.13 3.11 2.25
H 5.05 1.38 -1.01
H 7.03 2.83 -0.59
H 7.39 1.14 -0.18
H 6.98 2.29 1.10
C -3.21 6.18 1.24
C -1.73 6.46 1.07
O -0.88 5.62 1.31
N -1.38 7.69 0.63
C -2.24 8.81 0.30
H -3.33 5.16 1.60
H -3.65 6.86 1.97
H -3.73 6.28 0.29
H -0.38 7.82 0.54
H -2.08 9.10 -0.74
H -2.00 9.67 0.93
H -3.29 8.56 0.44
```

Results
- 2S+1 = 2
- strongest force on any atom (Eh/bohr) = 0.046
- E_tot (eV) = -50624.3188
- molecular weight (g mol⁻¹) = 490.60

Electronic structure analysis, Löwdin charges in units of e: 0.15 -0.08 -0.43 -0.16 -0.19 0.50 -0.26 -0.20 -0.27 -0.07 -0.21 -0.24 -0.06 -0.06 -0.46 -0.02 -0.03 -0.13 0.00 -0.46 -0.03 -0.02 -0.05 0.03 0.11 0.13 0.09 0.10 0.11 0.11 0.06 0.08 0.07 0.11 0.11 0.08 0.04 0.08 0.13 0.12 0.06 0.09 0.09 0.08 0.08 0.08 0.09 0.06 0.09 0.08 0.08 0.08 0.12 0.13 -0.01 -0.56 0.02 0.01 -0.08 0.08 0.08 0.08 0.14 0.08 0.08 0.07 -0.01 -0.55 0.03 0.00 -0.08 0.07 0.08 0.09 0.14 0.08 0.08 0.07

---

# 3
Computed, not measured: 11 unconnected molecules or ions with the total composition C23H45N7O22, with ωB97M-V/def2-TZVPD.

Structure (XYZ):
```
97
C23H45N7O22 ωB97M-V/def2-TZVPD
O 12.76 13.13 13.30
C 12.48 13.35 14.42
O 11.28 13.13 14.87
C 11.10 13.46 16.19
C 12.43 13.84 16.76
C 13.34 14.07 15.50
H 10.59 12.63 16.68
H 10.48 14.39 16.13
H 12.89 13.01 17.22
H 12.43 14.80 17.27
H 14.32 13.62 15.61
H 13.35 15.13 15.30
O 12.39 10.25 8.31
C 12.65 9.18 8.79
O 13.40 9.06 9.89
C 13.35 7.70 10.43
C 13.01 6.87 9.20
C 12.13 7.82 8.38
H 12.55 7.50 11.16
H 14.32 7.50 10.82
H 12.50 5.96 9.42
H 13.96 6.67 8.64
H 11.07 7.91 8.65
H 12.25 7.54 7.33
O 18.28 11.33 10.81
C 17.37 11.13 11.52
O 16.25 10.48 11.09
C 15.40 10.10 12.15
C 15.77 11.02 13.29
C 17.20 11.47 12.99
H 15.55 9.06 12.35
H 14.41 10.19 11.74
H 15.66 10.42 14.21
H 15.07 11.82 13.24
H 17.99 10.96 13.55
H 17.35 12.56 13.13
O 11.59 16.05 13.78
C 11.97 16.13 12.65
O 11.06 16.36 11.65
C 11.64 16.38 10.40
C 13.19 16.21 10.62
C 13.38 16.22 12.13
H 11.56 17.31 9.86
H 11.29 15.60 9.66
H 13.67 17.09 10.17
H 13.59 15.36 10.08
H 13.84 17.15 12.53
H 13.94 15.35 12.52
C 12.40 12.90 6.16
N 12.42 14.18 6.78
O 12.99 14.28 7.88
O 11.92 15.11 6.19
H 12.91 12.96 5.17
H 11.39 12.61 5.90
H 12.79 12.12 6.82
C 9.58 10.30 13.90
N 10.99 10.31 14.03
O 11.50 9.97 15.11
O 11.61 10.46 13.01
H 9.35 9.86 12.92
H 9.28 11.30 13.76
H 9.22 9.92 14.81
C 8.02 15.51 7.04
N 7.59 14.12 6.67
O 8.28 13.47 5.88
O 6.54 13.73 7.11
H 8.91 15.73 6.38
H 8.24 15.52 8.14
H 7.08 16.08 6.90
C 7.85 15.13 12.97
N 8.43 14.54 14.24
O 8.53 13.32 14.38
O 8.84 15.36 15.05
H 8.47 15.97 12.74
H 6.84 15.46 13.07
H 7.92 14.40 12.19
C 9.24 19.18 11.45
N 8.10 18.68 10.56
O 7.42 19.49 10.04
O 7.99 17.50 10.37
H 8.83 19.54 12.37
H 9.62 20.11 11.04
H 9.91 18.36 11.51
C 11.67 12.39 10.12
N 10.24 12.84 10.22
O 9.59 12.51 11.24
O 9.78 13.55 9.31
H 12.08 12.73 9.15
H 11.53 11.33 10.35
H 12.21 12.74 10.98
C 7.27 10.96 9.50
N 8.21 9.95 9.94
O 7.97 9.37 11.01
O 9.25 9.76 9.29
H 6.57 10.51 8.80
H 7.77 11.73 8.93
H 6.74 11.30 10.36
```

Results
- strongest force on any atom (Eh/bohr) = 0.070
- E_tot (eV) = -80036.7921
- molecular weight (g mol⁻¹) = 771.64

Electronic structure analysis, Löwdin charges in units of e: 0.11 -0.53 0.02 -0.19 -0.11 -0.03 0.14 0.11 0.10 0.12 0.11 0.10 0.10 -0.49 0.02 -0.13 -0.15 -0.06 0.14 0.11 0.10 0.13 0.12 0.13 0.14 -0.50 0.02 -0.18 -0.13 -0.06 0.11 0.10 0.13 0.08 0.13 0.13 0.12 -0.44 0.00 -0.18 -0.12 -0.06 0.11 0.12 0.11 0.09 0.15 0.12 0.03 -0.42 0.03 0.08 0.13 0.11 0.08 0.04 -0.44 0.05 0.06 0.11 0.06 0.10 0.05 -0.45 0.03 0.05 0.11 0.09 0.11 0.07 -0.36 0.05 0.04 0.07 0.09 0.08 0.08 -0.46 0.09 0.05 0.09 0.10 0.05 0.07 -0.36 0.04 0.02 0.07 0.09 0.08 0.03 -0.40 0.05 0.05 0.11 0.08 0.10